No. 1
Density functional theory data (ωB97M-V/def2-TZVPD) for a cluster of 13 separate species, C30H84N3O15S12 in total in a non-equilibrium geometry.

Results
* strongest force on any atom: 1.7 eV Å⁻¹
* gap between HOMO and LUMO: 7.2 eV
* net charge: +1
* LUMO energy: -2.13 eV
* HOMO energy: -9.34 eV

Last column: Löwdin charge in e.
Positions of all 144 atoms, in Å:
N  -4.18  -1.58  2.39  0.200
C  -4.25  -0.56  1.51  -0.358
N  -5.31  -0.47  0.69  0.156
C  -5.27  0.34  -0.57  -0.062
C  -4.12  1.33  -0.58  -0.321
O  -4.55  2.50  0.08  0.027
C  -2.88  0.76  0.09  -0.210
C  -1.69  1.71  0.04  -0.044
C  -0.41  0.95  -0.21  -0.473
O  0.49  0.82  0.57  0.143
O  -0.41  0.37  -1.46  0.046
N  -3.29  0.39  1.48  0.171
H  -5.01  -1.94  2.83  0.118
H  -3.28  -1.93  2.69  0.125
H  -5.65  -1.40  0.49  0.087
H  -5.25  -0.33  -1.42  0.129
H  -6.20  0.90  -0.65  0.087
H  -3.87  1.54  -1.63  0.162
H  -3.88  3.19  0.02  0.105
H  -2.63  -0.18  -0.41  0.148
H  -1.53  2.26  0.96  0.095
H  -1.82  2.42  -0.77  0.141
H  -0.96  -0.43  -1.42  0.095
H  -2.51  0.13  2.07  0.158
C  -0.05  -1.49  -6.05  -0.256
S  -0.84  -1.35  -4.46  0.800
O  -2.25  -1.82  -4.62  -0.550
C  -0.93  0.44  -4.43  -0.264
H  0.05  -2.54  -6.29  0.054
H  -0.66  -0.99  -6.80  0.062
H  0.94  -1.03  -6.00  0.059
H  -1.46  0.81  -5.30  0.066
H  0.07  0.86  -4.39  0.066
H  -1.47  0.69  -3.52  0.020
C  -2.64  -6.43  -1.80  -0.238
S  -1.52  -5.05  -2.01  0.806
O  -0.95  -4.74  -0.66  -0.561
C  -2.76  -3.81  -2.31  -0.272
H  -2.05  -7.31  -1.54  0.052
H  -3.34  -6.20  -0.99  0.046
H  -3.17  -6.61  -2.73  0.066
H  -3.44  -3.77  -1.46  0.014
H  -3.30  -4.04  -3.23  0.069
H  -2.26  -2.86  -2.44  0.005
C  1.26  -7.24  -2.39  -0.278
S  0.83  -7.62  -4.08  0.800
O  -0.57  -8.13  -4.04  -0.552
C  1.90  -9.05  -4.26  -0.267
H  0.62  -6.42  -2.11  -0.015
H  1.06  -8.11  -1.75  0.061
H  2.31  -6.95  -2.32  0.061
H  1.65  -9.79  -3.50  0.060
H  2.94  -8.74  -4.16  0.054
H  1.74  -9.47  -5.25  0.051
C  4.54  -0.25  0.70  -0.259
S  4.52  1.50  1.12  0.800
O  5.93  1.96  1.14  -0.549
C  4.02  1.29  2.82  -0.276
H  4.88  -0.34  -0.33  0.048
H  5.23  -0.77  1.36  0.058
H  3.53  -0.65  0.79  0.050
H  4.75  0.66  3.34  0.045
H  3.02  0.83  2.85  0.059
H  3.98  2.27  3.29  0.040
C  -6.07  -4.30  1.19  -0.255
S  -6.07  -4.14  -0.60  0.834
O  -6.17  -2.68  -0.88  -0.545
C  -7.70  -4.86  -0.85  -0.245
H  -5.14  -3.88  1.56  0.026
H  -6.92  -3.76  1.61  0.066
H  -6.11  -5.36  1.46  0.065
H  -8.44  -4.29  -0.29  0.065
H  -7.68  -5.90  -0.52  0.064
H  -7.91  -4.81  -1.91  0.058
C  1.17  -8.96  2.76  -0.272
S  -0.33  -8.04  2.40  0.793
O  -1.10  -8.84  1.40  -0.558
C  0.46  -6.72  1.48  -0.272
H  0.87  -9.86  3.30  0.050
H  1.66  -9.23  1.83  0.056
H  1.82  -8.36  3.39  0.052
H  1.01  -7.14  0.63  0.043
H  1.13  -6.16  2.13  0.057
H  -0.32  -6.06  1.11  0.016
C  -8.99  1.52  -4.16  -0.266
S  -8.89  2.21  -2.51  0.838
O  -7.80  1.47  -1.81  -0.565
C  -10.43  1.54  -1.90  -0.267
H  -8.08  1.79  -4.69  0.051
H  -9.07  0.43  -4.09  0.059
H  -9.86  1.94  -4.67  0.057
H  -10.41  0.45  -2.00  0.058
H  -11.26  1.96  -2.48  0.057
H  -10.53  1.82  -0.86  0.051
C  1.69  4.73  0.57  -0.261
S  0.56  4.70  1.95  0.838
O  -0.75  4.21  1.42  -0.574
C  0.40  6.46  2.16  -0.280
H  1.88  3.71  0.26  0.032
H  1.24  5.29  -0.26  0.062
H  2.63  5.20  0.88  0.058
H  0.04  6.91  1.24  0.059
H  1.37  6.88  2.44  0.064
H  -0.31  6.66  2.96  0.034
C  5.61  2.42  7.66  -0.265
S  4.81  1.74  6.21  0.783
O  3.60  2.55  5.94  -0.544
C  4.25  0.23  7.01  -0.265
H  6.00  3.40  7.38  0.053
H  4.89  2.52  8.46  0.060
H  6.44  1.77  7.95  0.056
H  3.61  0.48  7.85  0.059
H  5.11  -0.36  7.33  0.055
H  3.68  -0.34  6.27  0.045
C  6.13  4.02  -1.18  -0.287
S  6.73  5.61  -1.72  0.804
O  5.81  6.09  -2.79  -0.571
C  8.21  5.00  -2.53  -0.268
H  5.17  4.17  -0.68  0.031
H  5.99  3.37  -2.05  0.062
H  6.83  3.58  -0.48  0.030
H  7.92  4.29  -3.30  0.059
H  8.85  4.51  -1.79  0.021
H  8.71  5.85  -2.97  0.050
C  11.10  0.66  0.19  -0.270
S  9.92  1.39  -0.95  0.816
O  9.76  2.81  -0.55  -0.554
C  8.48  0.52  -0.31  -0.280
H  12.07  1.12  -0.01  0.050
H  10.80  0.87  1.21  0.059
H  11.15  -0.41  0.01  0.053
H  8.35  0.74  0.74  0.053
H  8.59  -0.55  -0.48  0.054
H  7.61  0.89  -0.86  0.036
C  -0.90  10.58  1.33  -0.271
S  -0.77  10.42  3.11  0.822
O  -0.68  8.97  3.41  -0.561
C  -2.46  10.91  3.47  -0.270
H  0.05  10.27  0.90  0.050
H  -1.70  9.93  0.96  0.058
H  -1.10  11.62  1.07  0.054
H  -3.15  10.24  2.96  0.059
H  -2.62  11.94  3.16  0.055
H  -2.60  10.83  4.55  0.051

No. 2
Density functional theory data (ωB97M-V/def2-TZVPD) for a cluster of 14 separate species, C30H85BN4O12 in total in a non-equilibrium geometry.

Results
* strongest force on any atom: 3.8 eV Å⁻¹
* gap between HOMO and LUMO: 1.0 eV
* LUMO energy: -5.39 eV
* HOMO energy: -6.36 eV

Last column: Löwdin charge in e.
Positions of all 132 atoms, in Å:
O  17.35  9.70  12.93  -0.086
H  10.80  2.76  5.81  -0.100
H  17.29  10.61  12.53  0.014
H  16.77  9.19  12.39  -0.030
B  10.51  8.07  12.64  0.581
H  16.54  4.56  20.00  -0.115
H  13.06  22.21  20.74  -0.032
H  4.68  9.25  3.94  -0.083
H  12.20  16.52  12.31  0.027
C  11.25  11.82  10.69  -0.083
C  10.53  11.77  9.35  -0.354
O  11.41  11.41  8.33  -0.073
H  12.03  12.57  10.54  0.074
H  11.53  10.84  10.94  0.020
H  10.57  12.15  11.60  0.106
H  10.07  12.71  9.08  0.110
H  9.68  11.06  9.44  0.105
H  12.07  10.75  8.62  0.096
C  7.59  11.58  14.57  -0.093
C  6.38  11.67  15.47  -0.314
O  5.89  10.38  15.73  -0.053
H  7.53  11.05  13.65  0.065
H  8.29  11.08  15.25  0.065
H  8.08  12.54  14.50  0.045
H  5.66  12.31  14.94  0.118
H  6.68  12.07  16.45  0.125
H  5.29  10.02  15.13  0.049
C  8.17  7.23  8.69  -0.077
C  9.52  6.51  8.67  -0.322
O  10.55  7.15  9.36  -0.101
H  8.20  8.20  8.26  0.063
H  7.73  7.12  9.70  0.077
H  7.53  6.68  8.02  0.071
H  9.89  6.45  7.65  0.112
H  9.31  5.50  9.04  0.108
H  10.29  7.54  10.19  -0.033
C  11.65  19.04  19.28  -0.173
O  11.22  17.80  19.74  -0.204
C  10.29  17.12  18.87  -0.167
C  11.07  16.38  17.76  -0.207
N  10.14  15.96  16.77  -0.070
C  9.73  16.90  15.78  -0.244
C  8.69  16.33  14.86  -0.190
O  8.92  15.01  14.32  -0.218
C  9.96  14.91  13.32  -0.142
H  10.85  19.63  18.74  0.094
H  12.47  19.01  18.54  0.078
H  11.82  19.63  20.22  0.067
H  9.46  17.71  18.53  0.105
H  9.94  16.36  19.57  0.119
H  11.55  15.49  18.18  0.116
H  11.85  17.00  17.31  0.109
H  10.43  15.12  16.25  0.099
H  10.66  17.31  15.24  0.134
H  9.36  17.84  16.17  0.111
H  8.54  16.91  13.97  0.114
H  7.79  16.23  15.44  0.120
H  10.15  15.82  12.74  0.010
H  9.55  14.25  12.55  0.069
H  10.94  14.55  13.64  0.054
C  16.78  17.30  17.62  -0.125
O  17.09  15.93  17.53  -0.213
C  16.44  15.12  18.55  -0.184
C  15.12  14.53  18.10  -0.274
N  15.21  13.86  16.87  -0.044
C  13.99  14.03  16.11  -0.195
C  12.86  13.12  16.62  -0.216
O  11.70  13.39  15.84  -0.214
C  10.77  12.35  16.03  -0.091
H  17.29  17.90  16.84  0.094
H  17.18  17.64  18.61  0.096
H  15.71  17.56  17.57  0.081
H  16.28  15.71  19.45  0.121
H  17.12  14.23  18.59  0.133
H  14.51  15.42  18.01  0.098
H  14.69  13.99  18.93  0.119
H  16.10  14.17  16.40  0.129
H  14.17  13.79  15.05  0.131
H  13.63  15.07  16.22  0.107
H  12.72  13.29  17.69  0.118
H  13.27  12.10  16.46  0.121
H  11.18  11.35  15.72  0.096
H  9.88  12.51  15.50  0.033
H  10.60  12.35  17.09  0.090
C  16.83  10.28  17.36  -0.123
O  15.53  9.88  16.97  -0.225
C  15.39  8.89  15.86  -0.150
C  13.91  8.66  15.61  -0.189
N  13.76  7.99  14.30  -0.077
C  13.75  8.82  13.14  -0.208
C  14.02  8.01  11.80  -0.229
O  15.20  8.42  11.20  -0.225
C  15.81  7.41  10.31  -0.026
H  16.56  11.19  17.94  0.091
H  17.48  10.56  16.45  0.085
H  17.41  9.56  17.92  0.072
H  15.78  7.89  16.15  0.129
H  15.84  9.36  14.98  0.103
H  13.55  9.71  15.48  0.102
H  13.25  8.23  16.40  0.134
H  13.15  7.20  14.22  0.093
H  14.49  9.64  13.15  0.125
H  12.72  9.29  13.09  0.057
H  13.20  8.12  11.09  0.097
H  14.04  6.92  12.10  0.132
H  16.89  7.46  10.17  0.094
H  15.37  7.64  9.36  0.076
H  15.47  6.41  10.63  0.088
C  17.38  12.60  7.04  -0.127
O  17.12  12.03  8.29  -0.185
C  15.99  12.61  8.98  -0.215
C  15.86  11.92  10.31  -0.202
N  17.02  11.97  11.20  -0.052
C  17.13  13.30  11.80  -0.227
C  18.19  13.35  12.81  -0.222
O  17.66  12.78  14.04  -0.200
C  18.62  12.78  15.07  -0.134
H  17.57  13.67  7.14  0.086
H  16.51  12.57  6.38  0.085
H  18.17  12.15  6.49  0.077
H  15.09  12.46  8.41  0.116
H  16.17  13.67  9.12  0.114
H  15.54  10.86  9.98  0.131
H  14.95  12.33  10.83  0.131
H  17.87  11.73  10.71  0.119
H  16.21  13.69  12.14  0.109
H  17.43  14.07  11.00  0.144
H  18.53  14.42  12.99  0.145
H  19.08  12.79  12.44  0.135
H  19.48  12.08  14.84  0.109
H  18.04  12.48  15.99  0.073
H  19.01  13.78  15.30  0.085

No. 3
Density functional theory data (ωB97M-V/def2-TZVPD) for a cluster of 9 separate species, C30H86N7O13 in total in a non-equilibrium geometry.

Results
* strongest force on any atom: 3.7 eV Å⁻¹
* gap between HOMO and LUMO: 7.7 eV
* net charge: +5
* LUMO energy: -8.07 eV
* HOMO energy: -15.76 eV

Last column: Löwdin charge in e.
Positions of all 136 atoms, in Å:
C  -8.24  1.00  -3.25  -0.020
C  -6.68  0.89  -3.22  -0.285
C  -6.16  2.33  -3.55  -0.208
O  -4.76  2.42  -3.55  -0.207
C  -4.29  2.05  -4.88  -0.053
N  -6.01  0.44  -1.95  0.228
H  -6.24  1.01  -1.12  0.179
H  -6.24  -0.52  -1.63  0.189
H  -5.03  0.60  -2.08  0.107
H  -8.65  1.25  -4.22  0.096
H  -8.60  1.77  -2.58  0.083
H  -8.60  0.01  -2.98  0.084
H  -6.27  0.15  -3.99  0.170
H  -6.54  2.96  -2.76  0.129
H  -6.53  2.67  -4.51  0.137
H  -3.35  1.48  -4.86  0.094
H  -4.05  3.00  -5.30  0.090
H  -5.08  1.44  -5.32  0.084
C  0.12  -5.53  1.74  -0.020
C  0.91  -4.32  2.15  -0.376
C  0.14  -3.10  1.90  -0.202
O  0.71  -2.10  2.67  -0.182
C  0.17  -0.83  2.69  -0.071
N  1.27  -4.44  3.54  0.237
H  1.69  -3.62  3.90  0.154
H  0.42  -4.48  4.12  0.198
H  1.96  -5.12  3.78  0.178
H  0.70  -6.46  1.72  0.098
H  -0.28  -5.45  0.70  0.100
H  -0.74  -5.61  2.45  0.113
H  1.89  -4.34  1.64  0.176
H  -0.94  -3.28  2.11  0.163
H  0.26  -2.85  0.88  0.107
H  0.05  -0.49  1.67  0.092
H  0.84  -0.15  3.15  0.087
H  -0.76  -0.84  3.24  0.095
C  -1.02  -4.55  -3.77  -0.021
C  -0.91  -5.53  -2.65  -0.370
C  -1.79  -6.79  -2.72  -0.169
O  -1.56  -7.71  -1.65  -0.201
C  -2.15  -8.97  -1.84  -0.071
N  0.53  -5.82  -2.49  0.148
H  1.26  -4.94  -2.16  0.148
H  0.69  -6.56  -1.81  0.151
H  0.84  -6.22  -3.36  0.147
H  -2.05  -4.34  -4.07  0.106
H  -0.51  -4.91  -4.64  0.084
H  -0.41  -3.72  -3.35  0.096
H  -1.12  -5.01  -1.72  0.142
H  -1.65  -7.31  -3.70  0.150
H  -2.83  -6.55  -2.76  0.126
H  -3.10  -8.90  -2.27  0.077
H  -2.26  -9.46  -0.89  0.101
H  -1.43  -9.43  -2.47  0.096
C  -6.57  0.12  10.44  -0.027
C  -7.00  1.44  9.77  -0.284
C  -6.78  1.43  8.21  -0.194
O  -7.96  1.23  7.50  -0.224
C  -7.88  1.78  6.12  0.002
N  -8.51  1.68  9.90  0.219
H  -8.62  2.69  10.01  0.174
H  -8.86  1.39  8.95  0.152
H  -8.92  1.20  10.69  0.168
H  -6.89  0.17  11.48  0.091
H  -5.46  0.12  10.31  0.111
H  -7.12  -0.71  9.91  0.118
H  -6.51  2.31  10.19  0.145
H  -6.09  0.60  8.06  0.128
H  -6.40  2.46  7.92  0.149
H  -8.09  2.83  6.11  0.094
H  -8.64  1.28  5.51  0.107
H  -6.95  1.49  5.72  0.071
C  3.27  -2.84  -6.08  -0.018
C  4.35  -1.80  -5.63  -0.259
C  3.90  -0.36  -5.18  -0.163
O  4.97  0.23  -4.47  -0.190
C  5.82  0.90  -5.39  -0.081
N  5.00  -2.46  -4.43  0.209
H  5.72  -1.93  -4.00  0.142
H  4.23  -2.60  -3.74  0.117
H  5.51  -3.29  -4.69  0.170
H  3.80  -3.72  -6.50  0.102
H  2.75  -2.44  -6.95  0.094
H  2.64  -3.11  -5.24  0.061
H  5.16  -1.85  -6.37  0.146
H  3.02  -0.41  -4.58  0.113
H  3.63  0.26  -6.06  0.145
H  6.21  0.17  -6.13  0.098
H  6.67  1.42  -4.92  0.108
H  5.27  1.64  -5.93  0.079
C  11.25  1.60  3.63  -0.014
C  10.01  2.39  3.82  -0.350
C  9.53  2.80  5.20  -0.194
O  8.62  3.87  5.20  -0.215
C  7.19  3.55  5.40  -0.016
N  10.12  3.67  3.07  0.228
H  9.87  3.54  2.12  0.155
H  9.48  4.36  3.53  0.173
H  11.04  4.07  3.12  0.176
H  11.06  0.64  4.07  0.103
H  11.98  2.17  4.18  0.098
H  11.53  1.47  2.58  0.109
H  9.11  1.86  3.39  0.169
H  10.36  3.11  5.82  0.143
H  9.05  1.92  5.66  0.147
H  6.97  2.59  4.96  0.071
H  6.66  4.42  4.91  0.115
H  6.97  3.53  6.48  0.102
C  0.35  7.43  -1.72  -0.048
C  -0.21  6.58  -2.77  -0.314
C  0.79  5.75  -3.60  -0.171
O  -0.10  5.19  -4.55  -0.196
C  0.47  4.01  -5.18  -0.045
N  -1.22  5.52  -2.19  0.221
H  -1.52  5.12  -3.13  0.152
H  -0.68  4.80  -1.70  0.129
H  -1.97  5.88  -1.60  0.173
H  1.05  8.16  -2.10  0.102
H  0.79  6.81  -0.92  0.104
H  -0.43  7.99  -1.26  0.077
H  -0.83  7.19  -3.44  0.161
H  1.30  5.05  -2.88  0.148
H  1.52  6.46  -4.01  0.147
H  1.21  4.34  -5.92  0.098
H  -0.25  3.44  -5.66  0.068
H  0.99  3.40  -4.45  0.083
O  -1.10  2.52  -0.89  0.000
C  -2.01  2.17  -1.89  -0.782
O  -2.81  1.20  -1.69  -0.090
O  -1.98  2.78  -2.98  -0.042
H  -1.25  1.86  -0.13  0.129
O  1.90  -1.79  -0.61  0.086
C  2.08  -2.72  -1.63  -0.718
O  2.64  -2.34  -2.67  0.006
O  1.73  -3.86  -1.25  -0.020
H  2.46  -1.07  -0.80  0.086